100
Properties=species:S:1:pos:R:3:forces:R:3:mulliken_charge:R:1 method="wB97M-V/def2-TZVPD" lumo_ev="3.6421 / 3.6399" s_squared=0.77 spin_multiplicity=2 total_charge=-2 orbital_gap_ev="4.44 / 6.26" energy_ev=-443544.2741 e_above_lowest_kj_mol=0.0
C -3.347 -5.227 1.041 0.02 0.08 -0.04 -0.51
O 0.549 3.162 -4.667 0.01 0.11 0.04 -0.64
H -0.326 -5.828 -0.239 0.00 0.03 0.01 0.49
H -1.044 -4.422 -1.038 0.03 -0.01 0.00 0.21
C 2.380 4.925 3.270 -0.03 0.04 -0.05 -0.56
C -3.054 -1.984 4.699 -0.07 0.26 0.12 0.35
C 0.509 0.347 3.247 -0.12 0.01 0.08 -0.43
C 4.132 1.455 1.327 -0.02 -0.04 -0.02 -0.58
O -0.293 3.702 1.114 0.39 0.28 0.24 -0.82
C 4.168 0.094 1.607 -0.04 0.07 -0.05 -0.74
C -3.122 -3.753 2.930 -0.07 0.07 -0.06 0.61
C 0.937 2.570 2.827 0.24 0.08 0.03 -0.15
H -3.032 -1.554 -3.502 0.02 -0.01 0.00 0.53
H 4.829 2.129 1.812 -0.02 -0.02 -0.01 0.32
Ge 1.060 -3.752 0.244 -0.07 0.05 0.08 1.24
C 2.183 1.425 4.555 -0.09 -0.01 -0.05 -1.06
Br 1.009 6.492 1.346 0.00 0.00 0.02 -0.24
C 0.304 -3.534 2.038 0.07 -0.01 -0.02 -0.71
C -1.285 1.091 -4.740 0.02 -0.01 0.07 -1.04
N 0.259 1.432 2.558 0.09 0.02 0.07 0.39
C -2.974 6.476 -2.034 -0.11 0.03 -0.03 0.54
H 3.122 3.016 0.242 0.01 -0.03 -0.02 0.55
H -2.676 -4.711 4.797 -0.01 -0.02 -0.06 0.15
C 0.595 3.749 2.000 -0.05 0.03 0.08 -0.02
C 2.280 -0.273 0.136 0.01 0.10 -0.07 0.10
C 2.349 -0.499 -4.644 -0.04 -0.05 0.00 -0.67
Br 4.096 3.913 5.282 0.03 0.00 0.03 -0.30
C 3.180 1.953 0.446 -0.04 -0.10 0.11 -1.13
H -1.114 1.683 -5.628 -0.03 0.01 0.01 0.48
O -0.646 -1.039 -0.341 -0.16 -0.20 -0.20 0.68
I -3.678 3.596 -1.209 -0.02 0.05 0.05 0.25
H 0.038 -4.495 2.481 0.00 -0.01 -0.01 0.51
C -1.629 -1.246 -1.250 0.17 -0.07 0.09 -0.79
Ge 1.084 -1.528 -0.741 0.25 -0.03 -0.11 -1.35
H 3.406 -4.381 -0.590 -0.01 -0.01 0.02 0.42
N -0.703 0.627 -2.421 0.07 0.23 -0.01 1.15
O 1.112 2.767 -2.521 -0.16 0.11 -0.07 -0.53
H 3.287 -1.820 1.252 -0.01 0.01 -0.02 0.06
H -0.084 8.151 -2.535 -0.01 -0.02 0.00 0.36
C 1.454 0.302 4.285 0.06 -0.02 -0.04 -1.20
C 1.083 -2.529 -4.854 0.00 0.02 0.02 -0.80
H 0.824 5.938 -1.819 -0.04 0.00 -0.02 0.60
H -2.647 -6.972 3.845 0.00 -0.01 -0.01 0.35
H 1.191 3.844 -4.426 -0.05 -0.04 -0.03 0.38
C -3.356 -3.944 1.566 -0.02 -0.16 -0.10 -0.11
C -3.096 -6.330 1.845 0.03 -0.03 0.09 -0.59
H 0.653 -3.314 -5.466 0.01 0.01 0.00 0.40
H -0.602 -2.930 1.964 0.01 0.01 -0.01 -0.24
H 1.599 -0.618 4.838 0.02 0.03 0.01 0.48
H 1.981 -1.500 -6.510 0.00 0.00 0.01 0.35
C 0.870 -2.533 -3.481 -0.06 -0.05 -0.03 0.15
C 3.251 -0.762 1.010 -0.02 0.03 0.06 -0.32
C 1.364 4.898 2.317 -0.04 -0.17 -0.04 0.13
H -2.538 8.479 -2.645 -0.01 -0.02 0.00 0.36
H -3.087 -7.328 1.422 0.00 0.01 0.02 0.39
S -3.698 1.255 2.164 -0.07 -0.35 -0.08 -0.34
N -3.359 -1.444 2.426 0.01 -0.19 0.12 -0.70
C -2.475 5.239 -1.648 0.06 -0.01 -0.08 -0.38
S -2.811 -2.772 6.165 0.00 -0.05 -0.09 -0.48
C 2.683 3.812 4.004 -0.13 -0.10 -0.08 0.27
C 0.397 2.454 -3.484 0.23 -0.12 -0.02 0.28
C 2.847 -4.580 0.326 0.04 -0.03 0.02 -1.45
Br -4.843 6.806 -2.158 0.04 0.02 -0.01 -0.25
C -2.866 -4.854 3.745 0.03 0.00 0.01 -0.48
C -2.345 -0.725 -3.568 0.12 0.20 0.03 -1.17
S -3.251 -0.263 4.678 0.06 -0.12 0.05 -0.19
C 2.257 1.097 -0.142 -0.04 0.11 0.05 0.74
H -3.534 -5.356 -0.019 0.03 0.02 0.02 0.37
H 0.384 -5.221 -1.748 -0.03 0.02 0.03 0.41
C -2.171 0.055 -4.741 -0.01 -0.03 -0.04 -0.65
H 2.906 0.314 -5.094 0.00 0.00 0.00 0.40
C 1.958 2.608 3.815 -0.03 0.03 0.09 1.05
C -0.751 7.333 -2.289 0.03 -0.01 0.00 -0.65
H 0.269 -3.326 -3.046 0.03 0.04 0.00 0.28
H 2.929 5.845 3.421 0.01 -0.02 0.02 0.40
C -2.852 -6.130 3.195 -0.02 0.03 -0.05 -0.72
H 2.937 1.426 5.330 0.02 -0.01 0.02 0.27
H 1.013 -3.025 2.696 -0.03 0.00 -0.02 0.44
C -3.449 -0.253 2.931 0.06 0.46 0.10 0.04
H -0.065 -0.543 2.993 0.02 0.08 -0.02 0.65
H -3.520 -3.099 0.916 0.02 0.01 0.06 0.41
C -1.097 5.067 -1.571 -0.05 -0.07 -0.05 0.43
C -0.103 -4.927 -0.815 -0.02 -0.03 0.00 -1.27
C -1.564 -0.373 -2.475 -0.22 -0.19 -0.04 0.72
H 2.510 0.315 -2.674 0.00 -0.01 -0.03 0.23
C -0.550 1.399 -3.553 -0.11 -0.07 0.03 0.01
N -3.154 -2.414 3.423 0.05 -0.01 -0.14 0.59
C 1.824 -1.512 -5.438 0.00 0.02 0.05 -0.60
C 1.385 -1.520 -2.674 0.00 -0.02 0.04 0.61
C -0.243 6.104 -1.898 0.10 0.08 -0.02 -0.95
H -2.727 -0.182 -5.641 0.00 0.01 0.02 0.36
H 1.529 1.538 -0.819 0.03 -0.16 -0.07 0.32
H 2.755 -5.663 0.443 -0.02 0.03 0.00 0.45
C -2.121 7.525 -2.352 -0.02 -0.03 0.01 -0.40
H -0.675 4.130 -1.244 0.02 -0.03 -0.01 0.16
H 3.423 -4.196 1.171 -0.03 0.01 -0.05 0.41
C 2.129 -0.504 -3.274 0.05 0.03 0.02 0.02
K -1.136 1.529 0.256 -0.31 -0.09 -0.10 1.17
O -2.477 -2.084 -1.079 -0.07 -0.10 -0.01 -0.67
H 4.900 -0.298 2.304 0.00 0.00 0.01 0.39